{
  "formula": "C5H34N2O12",
  "method": "ωB97M-V/def2-TZVPD",
  "multiplicity": 1,
  "e_lumo_ev": 0.33,
  "homo_ev": -9.4030,
  "charge": 0,
  "homo_lumo_gap_ha": 0.3576,
  "species": ["C", "C", "C", "C", "N", "C", "N", "O", "H", "H", "H", "H", "H", "H", "H", "H", "H", "H", "H", "H", "O", "H", "H", "O", "H", "H", "O", "H", "H", "O", "H", "H", "O", "H", "H", "O", "H", "H", "O", "H", "H", "O", "H", "H", "O", "H", "H", "O", "H", "H", "O", "H", "H"],
  "xyz": [[-2.36059, 0.40975, 1.87068], [-2.28010, -0.38104, 0.55779], [-3.17615, -1.62881, 0.52671], [-0.81620, -0.76399, 0.19688], [-0.01911, 0.31492, -0.36759], [0.33134, 0.26244, -1.67129], [1.07839, 1.29246, -2.14061], [0.06623, -0.72889, -2.38137], [-2.97515, -0.08075, 2.62094], [-2.73550, 1.43464, 1.71385], [-1.35787, 0.69170, 2.19993], [-2.58648, 0.26603, -0.27662], [-4.22768, -1.43463, 0.29906], [-3.32450, -1.99945, 1.55268], [-2.84225, -2.46810, -0.07882], [-0.38599, -1.00216, 1.17915], [-0.76697, -1.64635, -0.42234], [0.32802, 1.09167, 0.16168], [1.57241, 1.19621, -3.01067], [1.55104, 1.92095, -1.50698], [3.09043, -0.88739, 0.27054], [3.80056, -1.44902, -0.06197], [3.17370, -0.91756, 1.28525], [3.46687, 1.72469, -0.04420], [3.08634, 0.80833, 0.07031], [4.34427, 1.42936, 0.23795], [1.10604, 3.36703, 1.51906], [0.48565, 3.36039, 0.75506], [1.96177, 3.51488, 1.09106], [1.62868, -3.84150, 1.75863], [2.22466, -4.58617, 1.93394], [2.10882, -3.57801, 0.93478], [3.23709, -0.57302, 2.78653], [2.90314, -1.46898, 2.62126], [2.47229, 0.00304, 3.03952], [-3.23413, 0.37516, -3.01810], [-3.78208, 0.16086, -3.78114], [-2.84161, -0.50823, -2.83101], [-2.06294, -2.12646, -2.93373], [-2.16524, -2.51712, -2.05970], [-1.24979, -1.56368, -2.81151], [1.74898, 1.58010, 3.31520], [1.59325, 2.05934, 4.13682], [1.24452, 2.18106, 2.70212], [2.43267, -3.34654, -0.78847], [1.86461, -3.88010, -1.35095], [2.33435, -2.42552, -1.05417], [-2.20675, 2.85585, -2.49585], [-1.40188, 3.07680, -2.97777], [-2.46309, 1.94926, -2.77378], [-0.96074, 2.72655, -0.04635], [-1.28558, 2.86268, -0.96550], [-1.72776, 2.88732, 0.51308]],
  "atomic_forces_ev_per_a": [[0.215, 1.180, -0.716], [0.093, -0.030, -1.633], [-0.828, 0.019, 1.474], [-0.109, 0.631, 2.031], [0.082, -1.055, -1.104], [0.359, -1.268, 0.426], [0.288, 1.013, -0.173], [0.212, 0.801, -0.181], [0.289, 0.038, 0.214], [-0.636, -0.486, -0.062], [0.104, -0.717, 0.548], [-0.151, -0.034, 0.199], [0.184, 0.382, -0.605], [0.601, -0.282, -0.117], [0.173, 0.124, -0.105], [0.361, -0.349, -0.309], [0.152, 0.052, -0.288], [-0.360, -0.054, 0.379], [-0.253, -0.420, -0.069], [-0.092, -0.180, 0.180], [0.114, -0.662, 0.449], [0.063, 0.153, 0.016], [0.086, 0.852, -1.578], [-0.068, -1.144, 0.305], [-0.198, 0.812, -0.396], [0.248, 0.843, -0.066], [-0.026, 0.433, -0.992], [-0.211, -0.082, 0.573], [0.161, -0.236, 0.372], [1.464, -0.237, -0.575], [-0.531, -0.147, 0.738], [-1.055, 0.446, 0.077], [-0.307, -0.497, 0.173], [-0.341, -0.077, 1.183], [0.453, -0.110, -0.140], [-0.064, -0.452, -0.085], [-0.074, 0.320, -0.018], [0.022, 0.166, 0.007], [0.161, 0.384, 0.230], [-0.138, -0.162, -0.097], [-0.124, -0.435, -0.115], [-0.975, 0.770, 0.131], [0.306, -0.426, 0.331], [0.764, -0.582, -0.251], [0.353, -0.196, -0.214], [-0.059, 0.120, -0.095], [-0.359, 0.057, 0.011], [0.339, 0.123, 0.087], [-0.149, -0.121, -0.237], [-0.039, 0.041, 0.036], [-0.221, 0.835, -0.075], [-0.299, -0.228, 0.190], [0.019, 0.074, -0.062]],
  "nbo_charge": [-0.611, -0.248, -0.609, -0.208, -0.608, 0.797, -0.840, -0.758, 0.218, 0.197, 0.211, 0.213, 0.222, 0.206, 0.195, 0.199, 0.218, 0.420, 0.406, 0.405, -1.006, 0.478, 0.489, -1.002, 0.498, 0.471, -0.989, 0.507, 0.495, -0.970, 0.456, 0.490, -0.949, 0.474, 0.526, -0.993, 0.480, 0.506, -0.980, 0.463, 0.509, -0.997, 0.475, 0.511, -0.970, 0.490, 0.504, -0.981, 0.472, 0.519, -1.004, 0.517, 0.485]
}